No. 1
Density functional theory data (ωB97M-V/def2-TZVPD) for a single C4H7NO2 molecule.

Each line ends with the Löwdin charge.
Geometry (Å):
O 0.859 -1.297 1.895  0.037
C 0.594 -0.145 1.628  -0.354
N -0.589 0.250 0.973  -0.052
C -0.335 1.257 -0.122  -0.074
C 0.167 0.031 -0.872  -0.395
O 0.394 -0.043 -2.225  0.018
C -0.849 -0.795 -0.066  -0.073
H 1.237 0.698 1.934  0.144
H 0.424 2.023 0.057  0.117
H -1.278 1.735 -0.425  0.127
H 1.140 -0.148 -0.263  0.158
H 0.640 -0.965 -2.378  0.109
H -0.502 -1.780 0.239  0.109
H -1.902 -0.822 -0.375  0.129

## Properties
Charge: 0
Multiplicity: 1
Structure (SMILES): O=CN1CC(O)C1
ΔE to the lowest compared entry with this formula, charge and spin, kcal/mol: 62.03
Electronic energy, eV: -9844.58977
Kohn-Sham gap, eV: 10.52
HOMO level, eV: -9.8

No. 2
Density functional theory data (ωB97M-V/def2-TZVPD) for a gas-phase ion, C5H6N (charge +1).

Each line ends with the Löwdin charge.
Geometry (Å):
C 0.930 -1.243 -0.078  0.064
C 1.205 -0.140 0.743  0.061
C 0.223 0.803 0.435  -0.128
N -0.605 0.514 -0.516  0.117
C -0.173 -1.056 -1.027  0.111
C -1.070 1.539 0.416  0.052
H 1.389 -2.146 -0.152  0.104
H 1.925 0.062 1.565  0.145
H 0.121 -0.853 -1.954  0.100
H -1.031 -1.553 -0.901  0.103
H -1.754 1.480 1.337  0.150
H -1.160 2.593 0.132  0.121

## Properties
Charge: +1
Multiplicity: 1
Structure (SMILES): C1=CC2=[N+](C1)C2
ΔE to the lowest compared entry with this formula, charge and spin, kcal/mol: 107.67
Electronic energy, eV: -6760.50856
Kohn-Sham gap, eV: 9.78
HOMO level, eV: -15.4

No. 3
Density functional theory data (ωB97M-V/def2-TZVPD) for 2 unconnected molecules or ions with the total composition C3H10OS2.

Each line ends with the Löwdin charge.
Geometry (Å):
C 1.877 0.085 0.223  -0.173
C 0.450 0.705 0.206  -0.624
S 0.078 1.526 -1.351  0.452
S -1.818 2.255 -1.048  0.399
C -2.899 0.747 -1.027  -0.453
H 2.039 -0.899 -0.249  0.058
H 2.136 0.009 1.292  0.076
H 2.551 0.818 -0.252  0.067
H -0.423 0.042 0.363  0.052
H 0.429 1.481 0.995  0.074
H -2.604 0.057 -1.836  0.032
H -3.987 0.917 -1.090  0.037
H -2.673 0.270 -0.059  0.011
O 1.425 -2.670 1.631  -0.088
H 2.323 -3.020 1.430  0.056
H 1.096 -2.323 0.771  0.024

## Properties
Charge: 0
Multiplicity: 1
Structure (SMILES): CCSSC.O
ΔE to the lowest compared entry with this formula, charge and spin, kcal/mol: 9.23
Electronic energy, eV: -26990.88978
Kohn-Sham gap, eV: 9.30
HOMO level, eV: -8.7

No. 4
Density functional theory data (ωB97M-V/def2-TZVPD) for 14 unconnected molecules or ions with the total composition H28O14.

Each line ends with the Löwdin charge.
Geometry (Å):
O 0.125 1.577 -3.279  -0.064
H 0.318 1.225 -4.152  0.046
H 0.884 1.298 -2.730  -0.009
O -2.703 0.883 -2.132  -0.043
H -3.162 0.451 -2.857  0.066
H -1.857 1.184 -2.503  0.021
O -3.174 1.495 0.531  -0.054
H -2.982 1.371 -0.416  0.002
H -3.520 2.389 0.607  0.056
O 0.252 0.382 0.125  -0.037
H -0.382 0.436 -0.603  0.044
H -0.098 -0.320 0.694  0.042
O 3.482 0.947 1.094  -0.050
H 4.049 1.544 1.589  0.057
H 2.669 0.915 1.628  0.005
O 1.399 0.978 3.067  -0.057
H 0.713 0.600 3.623  0.041
H 0.901 1.550 2.462  -0.009
O -2.531 -2.372 -0.734  -0.070
H -2.061 -3.197 -0.579  0.032
H -1.932 -1.867 -1.308  -0.019
O 0.966 -3.466 0.220  -0.081
H 0.330 -2.888 0.663  -0.030
H 1.754 -2.913 0.086  -0.016
O 2.350 0.995 -1.801  -0.050
H 1.918 0.637 -1.013  0.001
H 3.151 1.403 -1.458  0.057
O 3.230 -1.794 -0.236  -0.048
H 3.866 -2.287 0.293  0.062
H 3.147 -0.946 0.220  0.007
O 0.047 2.903 1.416  -0.060
H -0.632 3.450 1.015  0.046
H 0.093 2.115 0.845  -0.002
O -0.946 -2.055 1.778  -0.049
H -0.633 -2.660 2.460  0.075
H -1.903 -2.172 1.739  0.062
O -0.651 -1.226 -2.443  -0.045
H -0.922 -0.962 -3.326  0.053
H 0.255 -1.540 -2.542  0.077
O -1.697 0.878 2.861  -0.067
H -1.847 -0.063 2.987  0.013
H -2.266 1.122 2.110  -0.007

## Properties
Charge: 0
Multiplicity: 1
ΔE to the lowest compared entry with this formula, charge and spin, kcal/mol: 4.49
Electronic energy, eV: -29121.45705
Kohn-Sham gap, eV: 10.70
HOMO level, eV: -10.7